(1)
Below is a cluster of 12 separate species, C43H119N15O14 in total in a non-equilibrium geometry, with properties calculated with ωB97M-V with the def2-TZVPD basis set.

Each line ends with the Mulliken charge.
Element x y z (Å)
C1 -9.389 -0.391 -6.518  -0.786
O1 -8.860 -1.179 -5.402  -0.324
C2 -8.432 -0.388 -4.388  -0.668
C3 -7.740 -1.162 -3.197  0.643
C4 -8.633 -2.189 -2.524  -1.747
N1 -7.568 -0.264 -2.074  -0.731
H1 -9.852 -1.046 -7.256  0.292
H2 -8.724 0.414 -6.832  0.305
H3 -10.231 0.241 -6.236  0.334
H4 -7.549 0.176 -4.689  0.245
H5 -9.159 0.308 -3.968  0.340
H6 -6.815 -1.682 -3.447  0.327
H7 -8.998 -2.954 -3.209  0.369
H8 -9.500 -1.815 -1.979  0.409
H9 -7.997 -2.736 -1.827  0.449
H10 -6.564 -0.186 -2.143  0.269
H11 -7.781 -0.793 -1.240  0.273
C5 2.395 8.423 3.039  -0.748
O2 3.533 9.180 2.760  -0.278
C6 3.293 10.595 2.965  -0.723
C7 4.594 11.405 2.742  0.353
C8 5.760 11.064 3.728  -1.247
N2 4.482 12.862 2.631  -0.600
H12 2.388 8.393 4.129  0.311
H13 2.627 7.412 2.704  0.238
H14 1.449 8.821 2.672  0.301
H15 2.443 10.969 2.395  0.349
H16 3.097 10.631 4.037  0.331
H17 4.879 11.117 1.730  0.281
H18 6.556 11.800 3.841  0.398
H19 6.342 10.261 3.275  0.298
H20 5.474 10.631 4.687  0.305
H21 4.084 13.303 1.814  0.228
H22 4.013 13.150 3.477  0.203
C9 5.317 -1.118 6.748  -0.750
O3 5.482 0.031 7.519  -0.351
C10 5.663 1.279 6.825  -0.789
C11 5.935 2.574 7.650  0.518
C12 5.078 2.746 8.969  -1.283
N3 5.761 3.769 6.756  -0.716
H23 4.749 -0.945 5.834  0.305
H24 4.940 -1.907 7.398  0.270
H25 6.239 -1.616 6.446  0.290
H26 6.408 1.082 6.054  0.389
H27 4.734 1.351 6.258  0.399
H28 6.970 2.561 7.991  0.237
H29 5.138 1.913 9.670  0.318
H30 4.036 2.673 8.660  0.269
H31 5.227 3.716 9.444  0.350
H32 6.671 4.177 6.921  0.296
H33 5.773 3.511 5.780  0.250
C13 -1.214 2.209 -0.652  -0.703
O4 -0.022 1.526 -0.404  -0.294
C14 -0.191 0.425 0.507  -0.792
C15 -0.124 -0.884 -0.318  0.661
C16 -1.343 -1.193 -1.087  -1.171
N4 0.123 -2.076 0.540  -0.489
H34 -2.015 1.724 -1.211  0.260
H35 -0.837 3.126 -1.105  0.262
H36 -1.617 2.571 0.294  0.316
H37 0.665 0.606 1.157  0.331
H38 -1.100 0.356 1.104  0.423
H39 0.753 -0.942 -0.963  0.125
H40 -2.170 -1.659 -0.552  0.282
H41 -0.961 -1.820 -1.892  0.329
H42 -1.684 -0.290 -1.593  0.214
H43 0.077 -1.955 1.542  0.125
H44 0.395 -3.030 0.352  0.122
C17 -0.109 -10.173 -6.071  -0.722
O5 0.723 -10.249 -4.926  -0.261
C18 0.170 -9.721 -3.745  -0.876
C19 -0.044 -8.174 -3.703  0.746
C20 1.319 -7.350 -3.436  -1.407
N5 -1.074 -7.759 -2.750  -0.710
H45 0.549 -10.256 -6.936  0.239
H46 -0.698 -9.276 -6.264  0.296
H47 -0.837 -10.974 -5.939  0.290
H48 -0.760 -10.244 -3.524  0.369
H49 0.751 -10.142 -2.924  0.310
H50 -0.639 -7.901 -4.574  0.200
H51 1.435 -7.392 -2.352  0.372
H52 1.119 -6.324 -3.744  0.360
H53 2.123 -7.976 -3.824  0.335
H54 -1.948 -8.233 -2.926  0.219
H55 -1.161 -6.759 -2.854  0.242
C21 1.301 1.049 -8.027  -0.725
O6 1.230 0.490 -6.721  -0.378
C22 2.297 -0.309 -6.321  -0.633
C23 3.601 0.521 -6.110  0.319
C24 4.712 -0.394 -5.515  -1.505
N6 3.229 1.608 -5.251  -0.601
H56 2.237 1.547 -8.279  0.283
H57 0.433 1.625 -8.348  0.280
H58 1.183 0.236 -8.743  0.330
H59 2.036 -0.976 -5.499  0.370
H60 2.525 -0.933 -7.185  0.355
H61 3.991 0.950 -7.033  0.285
H62 4.530 -0.872 -4.552  0.349
H63 5.635 0.178 -5.428  0.364
H64 4.824 -1.178 -6.264  0.358
H65 2.928 1.165 -4.395  0.255
H66 2.448 2.116 -5.641  0.296
C25 -3.721 0.389 10.546  -0.683
O7 -3.199 -0.853 10.051  -0.378
C26 -1.849 -0.651 9.424  -0.819
C27 -1.860 -0.083 8.089  0.703
C28 -2.946 -0.784 7.236  -1.365
N7 -0.595 -0.242 7.444  -0.801
H67 -4.027 0.961 9.670  0.242
H68 -2.890 0.921 11.010  0.298
H69 -4.670 0.273 11.070  0.272
H70 -1.274 -0.157 10.208  0.460
H71 -1.525 -1.687 9.324  0.291
H72 -1.899 0.992 7.912  0.224
H73 -3.921 -0.511 7.638  0.301
H74 -2.768 -1.846 7.068  0.344
H75 -3.008 -0.407 6.216  0.385
H76 0.081 0.253 8.007  0.241
H77 -0.636 0.333 6.614  0.282
C29 -6.183 12.215 -0.055  -0.627
O8 -5.177 11.187 -0.100  -0.353
C30 -5.061 10.420 -1.321  -0.591
C31 -6.140 9.308 -1.275  -0.497
N8 -5.939 8.339 -0.172  -0.281
C32 -6.929 7.208 -0.122  -0.748
C33 -7.234 6.676 1.373  -0.476
O9 -6.067 6.147 2.080  -0.333
C34 -6.662 5.685 3.305  -0.706
H78 -6.379 12.430 0.996  0.221
H79 -7.061 11.868 -0.599  0.292
H80 -5.850 13.136 -0.533  0.247
H81 -4.071 9.964 -1.360  0.318
H82 -5.130 10.999 -2.242  0.359
H83 -6.180 8.937 -2.299  0.431
H84 -7.118 9.788 -1.300  0.321
H85 -5.986 8.765 0.743  0.216
H86 -6.502 6.347 -0.637  0.289
H87 -7.901 7.469 -0.542  0.333
H88 -7.941 5.916 1.039  0.328
H89 -7.762 7.501 1.851  0.399
H90 -6.653 4.596 3.268  0.264
H91 -7.584 6.163 3.638  0.321
H92 -5.988 5.784 4.156  0.273
C35 6.176 -8.407 0.279  -0.835
O10 5.752 -9.745 0.125  -0.275
C36 6.708 -10.736 0.588  -0.458
C37 5.894 -12.089 0.520  -0.829
N9 6.380 -12.894 -0.599  -0.441
C38 6.112 -12.349 -1.942  -0.423
C39 6.762 -13.075 -3.188  -0.617
O11 8.154 -13.175 -3.060  -0.303
C40 8.712 -13.556 -4.316  -0.781
H93 7.230 -8.130 0.310  0.311
H94 5.707 -8.097 1.213  0.297
H95 5.676 -7.711 -0.395  0.268
H96 6.681 -10.618 1.671  0.422
H97 7.652 -10.746 0.044  0.401
H98 4.843 -11.821 0.409  0.389
H99 5.877 -12.594 1.485  0.408
H100 7.389 -12.925 -0.619  0.262
H101 6.556 -11.364 -2.084  0.234
H102 5.047 -12.258 -2.153  0.344
H103 6.392 -12.535 -4.060  0.404
H104 6.229 -14.024 -3.244  0.338
H105 9.733 -13.905 -4.163  0.260
H106 8.729 -12.656 -4.932  0.316
H107 8.294 -14.439 -4.800  0.310
N10 4.081 7.068 -2.466  -0.363
C41 4.789 7.571 -3.454  0.670
N11 4.813 6.713 -4.474  -0.370
O12 5.422 8.632 -3.380  -0.651
H108 3.525 6.240 -2.625  0.141
H109 4.031 7.538 -1.573  0.197
H110 4.480 5.778 -4.286  0.160
H111 5.009 7.061 -5.402  0.213
N12 -3.932 3.552 -6.191  -0.381
C42 -4.778 4.210 -6.859  0.694
N13 -5.185 3.680 -7.990  -0.425
O13 -5.001 5.340 -6.475  -0.695
H112 -3.479 2.697 -6.481  0.174
H113 -3.794 4.084 -5.344  0.218
H114 -4.897 2.724 -8.145  0.182
H115 -5.411 4.384 -8.677  0.236
N14 -3.535 -7.207 5.145  -0.391
C43 -3.300 -6.821 3.913  0.639
N15 -2.438 -7.547 3.245  -0.397
O14 -4.061 -6.070 3.426  -0.620
H116 -2.977 -8.002 5.422  0.156
H117 -4.292 -6.846 5.708  0.213
H118 -1.674 -8.044 3.680  0.189
H119 -2.404 -7.413 2.244  0.208

## Properties
- Relative energy (zero: lowest compared OMol25 entry of this formula, charge and spin): 186.2 kcal/mol
- LUMO energy: 0.001 eV
- Molecular weight: 1070.52 u
- Kohn-Sham gap: 8.53 eV
- Total charge: 0
- Spin multiplicity: 1
- Energy: -3583.8985 Eh



(2)
Below is a cluster of 13 separate species, C43H122N16O13 in total in a non-equilibrium geometry, with properties calculated with ωB97M-V with the def2-TZVPD basis set.

Each line ends with the Mulliken charge.
Element x y z (Å)
C1 -5.242 -23.313 0.785  -1.587
C2 -6.588 -22.625 0.615  0.490
C3 -7.719 -23.588 0.438  -0.145
O1 -7.573 -24.458 -0.666  -0.418
C4 -7.805 -23.777 -1.894  -0.697
N1 -6.907 -21.834 1.778  -0.539
H1 -4.523 -22.495 0.735  0.449
H2 -5.054 -23.908 -0.108  0.391
H3 -5.120 -23.961 1.653  0.219
H4 -6.754 -21.890 -0.173  0.569
H5 -8.680 -23.073 0.455  0.109
H6 -7.795 -24.179 1.351  -0.102
H7 -7.657 -24.433 -2.752  0.352
H8 -7.086 -22.991 -2.126  0.390
H9 -8.779 -23.303 -2.018  0.134
H10 -7.679 -21.248 1.495  0.162
H11 -6.212 -21.101 1.795  0.303
C5 -14.570 -19.824 -4.219  -1.383
C6 -15.229 -21.128 -3.618  0.194
C7 -14.409 -21.807 -2.519  0.137
O2 -13.153 -22.362 -2.962  -0.439
C8 -12.165 -22.359 -1.921  0.122
N2 -16.552 -20.784 -3.114  -0.702
H12 -14.421 -19.199 -3.339  0.346
H13 -15.200 -19.327 -4.957  0.410
H14 -13.604 -19.943 -4.711  0.314
H15 -15.360 -21.880 -4.397  0.408
H16 -15.094 -22.588 -2.190  -0.276
H17 -14.384 -21.001 -1.785  0.172
H18 -11.624 -23.298 -2.046  -0.171
H19 -12.547 -22.348 -0.901  0.042
H20 -11.450 -21.548 -2.057  0.267
H21 -17.078 -21.525 -3.555  0.298
H22 -16.865 -20.029 -3.706  0.253
C9 -7.359 -26.650 8.469  -1.398
C10 -8.618 -27.526 8.136  0.373
C11 -9.904 -26.775 7.888  0.619
O3 -10.178 -25.811 8.899  -0.465
C12 -10.813 -26.315 10.063  -0.406
N3 -8.164 -28.460 7.084  -0.860
H23 -7.260 -26.247 9.477  0.302
H24 -7.322 -25.825 7.758  0.214
H25 -6.492 -27.268 8.236  0.429
H26 -8.850 -28.116 9.023  0.350
H27 -10.584 -27.625 7.828  -0.194
H28 -9.862 -26.157 6.991  -0.319
H29 -10.294 -27.190 10.453  0.312
H30 -11.795 -26.695 9.783  -0.027
H31 -10.971 -25.561 10.835  0.321
H32 -7.177 -28.630 7.221  0.272
H33 -8.164 -27.932 6.223  0.502
C13 -16.855 -18.584 3.758  -1.410
C14 -16.733 -20.079 4.300  0.556
C15 -16.035 -20.201 5.641  0.115
O4 -14.650 -19.906 5.540  -0.164
C16 -14.065 -19.876 6.889  -0.864
N4 -18.044 -20.626 4.424  -0.614
H34 -17.456 -18.497 2.853  0.397
H35 -15.856 -18.168 3.623  0.273
H36 -17.217 -17.999 4.603  0.384
H37 -16.138 -20.677 3.610  0.003
H38 -16.104 -21.233 5.986  -0.546
H39 -16.547 -19.603 6.394  0.566
H40 -13.020 -19.628 6.705  0.212
H41 -14.120 -20.908 7.235  0.304
H42 -14.447 -19.149 7.606  0.303
H43 -18.472 -19.840 4.892  0.339
H44 -18.347 -20.843 3.485  0.304
C17 -11.120 -28.256 3.175  -1.592
C18 -11.794 -27.737 1.969  1.721
C19 -10.845 -26.926 1.153  -1.337
O5 -11.497 -26.347 0.029  -0.113
C20 -10.655 -25.825 -0.984  -0.579
N5 -12.188 -28.900 1.129  -0.456
H45 -11.817 -28.905 3.705  0.581
H46 -10.868 -27.521 3.939  0.072
H47 -10.221 -28.810 2.904  0.519
H48 -12.610 -27.062 2.224  -0.899
H49 -10.213 -27.601 0.576  0.618
H50 -10.164 -26.208 1.609  0.332
H51 -11.193 -25.321 -1.786  0.430
H52 -9.838 -26.450 -1.345  0.265
H53 -10.162 -24.984 -0.495  -0.071
H54 -11.370 -29.477 0.996  0.395
H55 -12.393 -28.508 0.221  0.355
C21 -16.765 -25.967 10.825  -1.534
C22 -16.176 -25.950 9.389  1.106
C23 -16.999 -25.032 8.381  -1.193
O6 -16.276 -25.010 7.120  -0.219
C24 -16.003 -23.749 6.535  -0.939
N6 -14.845 -25.444 9.570  -0.600
H56 -16.452 -26.838 11.401  0.500
H57 -17.852 -25.888 10.784  0.396
H58 -16.470 -25.098 11.413  0.393
H59 -16.292 -26.912 8.890  0.038
H60 -16.948 -24.027 8.799  0.439
H61 -18.001 -25.460 8.344  0.364
H62 -15.306 -23.230 7.194  0.464
H63 -16.871 -23.107 6.387  0.691
H64 -15.443 -23.905 5.613  -0.216
H65 -14.421 -25.719 8.695  -0.078
H66 -14.453 -25.979 10.332  0.425
C25 -14.950 -26.884 0.735  -0.600
C26 -16.213 -26.642 -0.096  0.668
C27 -16.448 -25.192 -0.588  -1.290
O7 -16.145 -24.149 0.272  -0.005
C28 -16.884 -24.160 1.452  -0.559
N7 -16.146 -27.506 -1.230  -0.754
H67 -14.553 -27.899 0.697  0.529
H68 -15.083 -26.662 1.794  -0.148
H69 -14.086 -26.326 0.374  0.033
H70 -17.003 -26.978 0.576  0.237
H71 -17.510 -25.182 -0.836  0.561
H72 -15.870 -24.854 -1.448  0.322
H73 -16.574 -23.258 1.978  -0.118
H74 -16.674 -25.052 2.042  0.237
H75 -17.962 -24.095 1.307  0.388
H76 -16.154 -28.444 -0.855  0.266
H77 -17.019 -27.378 -1.720  0.289
C29 -11.715 -23.069 1.635  -0.851
C30 -12.926 -22.899 2.487  0.583
C31 -13.279 -24.109 3.344  -0.322
O8 -12.136 -24.652 4.047  0.973
C32 -12.473 -25.667 4.999  -0.906
N8 -12.853 -21.700 3.256  1.061
H78 -10.950 -23.648 2.152  -0.859
H79 -11.327 -22.117 1.274  0.232
H80 -12.024 -23.780 0.868  0.717
H81 -13.714 -22.693 1.762  0.344
H82 -13.423 -24.918 2.628  0.108
H83 -14.110 -23.883 4.013  -0.684
H84 -11.558 -26.015 5.478  -0.134
H85 -13.035 -26.440 4.476  0.395
H86 -13.195 -25.317 5.737  0.222
H87 -13.633 -21.628 3.894  -0.333
H88 -12.226 -22.032 3.975  -0.599
C33 -10.084 -21.472 5.479  -1.488
C34 -9.487 -21.642 4.104  3.557
C35 -9.627 -20.365 3.222  -0.477
O9 -9.220 -20.488 1.880  -0.473
C36 -9.446 -19.290 1.024  -0.657
N9 -8.088 -22.067 4.318  -0.798
H89 -11.080 -21.035 5.550  -0.077
H90 -9.567 -20.759 6.121  0.438
H91 -10.192 -22.431 5.984  0.284
H92 -9.993 -22.496 3.653  -2.267
H93 -9.034 -19.496 3.506  0.776
H94 -10.657 -20.010 3.280  -0.226
H95 -9.020 -18.391 1.468  0.347
H96 -10.492 -19.141 0.757  0.015
H97 -8.910 -19.403 0.082  0.322
H98 -7.642 -21.213 4.621  0.484
H99 -7.707 -22.100 3.383  0.247
C37 -13.764 -30.508 11.306  -1.690
C38 -14.088 -29.169 10.651  0.782
C39 -13.633 -29.211 9.150  -0.825
O10 -13.957 -28.039 8.379  -0.068
C40 -13.515 -28.092 6.952  -0.098
N10 -15.566 -29.049 10.770  -0.711
H100 -12.731 -30.838 11.195  0.376
H101 -14.379 -31.317 10.914  0.381
H102 -13.980 -30.370 12.365  0.421
H103 -13.650 -28.379 11.260  0.295
H104 -14.049 -30.160 8.810  0.390
H105 -12.564 -29.264 9.357  0.203
H106 -13.732 -29.003 6.395  0.310
H107 -12.434 -27.981 7.039  -0.114
H108 -14.040 -27.263 6.476  0.123
H109 -16.059 -29.395 9.959  0.364
H110 -15.663 -28.053 10.634  -0.122
C41 -7.620 -25.923 4.549  0.513
O11 -7.952 -27.061 4.687  -0.815
N11 -6.402 -25.529 4.835  -0.321
N12 -8.402 -24.941 4.333  0.457
H111 -5.742 -26.252 5.085  0.243
H112 -6.250 -24.543 4.991  0.164
H113 -9.336 -25.209 4.606  -0.400
H114 -8.147 -23.981 4.520  0.061
C42 -14.538 -30.320 4.088  0.522
O12 -13.651 -31.155 4.168  -0.731
N13 -15.775 -30.504 4.486  -0.353
N14 -14.304 -29.136 3.598  0.162
H115 -16.426 -29.751 4.315  0.164
H116 -15.969 -31.391 4.928  0.269
H117 -13.421 -28.831 3.214  -0.368
H118 -15.084 -28.496 3.631  0.053
C43 -12.486 -18.055 2.851  0.361
O13 -11.893 -17.118 2.440  -0.722
N15 -12.758 -19.002 2.047  -0.140
N16 -13.039 -18.182 4.023  -0.060
H119 -13.102 -19.880 2.411  -0.035
H120 -12.364 -18.899 1.122  0.257
H121 -13.785 -18.856 4.121  -0.034
H122 -12.864 -17.515 4.762  0.195

## Properties
- Relative energy (zero: lowest compared OMol25 entry of this formula, charge and spin): 130.2 kcal/mol
- LUMO energy: 0.217 eV
- Molecular weight: 1071.55 u
- Kohn-Sham gap: 8.70 eV
- Total charge: 0
- Spin multiplicity: 1
- Energy: -3565.4410 Eh